Record 1
C10H16 | ωB97M-V/def2-TZVPD

ORCA input file:
```
! wB97M-V def2-TZVPD RIJCOSX def2/J DEFGRID3
* xyz 0 1
C -1.130 2.223 -0.258
C -1.385 3.704 0.087
C -2.457 1.403 0.083
H -0.838 1.938 -1.263
H -0.288 1.931 0.247
H -0.400 4.098 0.427
H -2.551 1.397 1.185
H -2.417 3.672 0.699
H -1.751 4.152 -0.825
H -3.300 1.678 -0.497
H -2.486 0.363 -0.142
C 0.430 -2.070 -1.956
C 1.900 -1.714 1.970
C 2.712 -2.375 1.035
C 0.864 -0.909 1.590
C 2.218 -2.331 -0.301
C 0.336 -0.834 0.241
C 0.983 -1.702 -0.653
H 2.340 -1.714 3.086
H 3.742 -2.786 1.151
H 0.428 -0.298 2.400
H 2.735 -2.788 -1.147
H -0.594 -0.392 -0.054
H -0.036 -1.296 -2.627
H -0.168 -2.967 -1.784
H 1.111 -2.388 -2.692
*
```

Computed properties:
- SMILES string = Cc1ccccc1.CCC

Results of the Mulliken charge analysis, in e, for atoms 1 through 8: -0.2277, -1.0472, -1.3577, 0.3855, 0.2508, 0.3544, 0.3027, 0.2492

---

Record 2
C10H16 | ωB97M-V/def2-TZVPD

ORCA input file:
```
! wB97M-V def2-TZVPD RIJCOSX def2/J DEFGRID3
* xyz 0 1
C -0.944 3.685 0.951
C -0.761 1.033 -1.752
C -1.018 -0.129 -1.018
C -0.816 2.253 -1.110
C -1.025 2.341 0.267
C -1.071 -0.074 0.359
C -1.084 1.175 1.008
H -0.390 0.950 -2.762
H -1.243 -1.006 -1.610
H -0.726 3.184 -1.649
H -1.318 -0.966 0.924
H -0.067 4.231 0.622
H -0.866 3.617 2.037
H -1.091 1.091 2.091
H -1.858 4.249 0.730
C 2.182 -3.380 0.311
C 1.484 -2.901 -0.971
C 1.884 -2.571 1.579
H 2.097 -4.464 0.478
H 3.264 -3.302 0.172
H 1.141 -3.779 -1.535
H 1.496 -3.137 2.428
H 2.761 -2.031 1.942
H 1.157 -1.770 1.417
H 0.539 -2.446 -0.667
H 2.073 -2.196 -1.548
*
```

Computed properties:
- SMILES string = Cc1ccccc1.CCC

Results of the Mulliken charge analysis, in e, for atoms 1 through 8: -1.3754, -0.5548, -0.5630, -0.3977, 0.7280, -0.4947, -0.3572, 0.3728

---

Record 3
C10H16 | ωB97M-V/def2-TZVPD

ORCA input file:
```
! wB97M-V def2-TZVPD RIJCOSX def2/J DEFGRID3
* xyz 0 1
C -1.210 -0.787 0.556
C -2.042 -1.769 -0.347
C 0.252 -1.006 0.384
C 0.904 -0.399 -0.727
C 1.024 -1.701 1.276
C 2.288 -0.427 -0.845
C 2.404 -1.825 1.092
C 3.002 -1.320 -0.045
H -1.536 0.181 0.203
H -1.507 -0.935 1.596
H -1.668 -1.746 -1.364
H 0.378 0.103 -1.531
H 0.619 -2.189 2.156
H 2.831 0.212 -1.531
H 3.058 -2.307 1.811
H 3.976 -1.673 -0.337
H -3.065 -1.431 -0.186
H -2.083 -2.815 -0.022
C -1.134 2.804 -1.009
C -0.768 2.757 0.497
H -0.255 2.484 -1.569
H -1.810 2.017 -1.389
H -1.580 3.756 -1.227
H -1.509 3.250 1.104
H 0.243 3.078 0.723
H -0.811 1.689 0.732
*
```

Computed properties:
- SMILES string = CCc1ccccc1.CC

Results of the Mulliken charge analysis, in e, for atoms 1 through 8: -0.5691, -1.2420, 0.5114, -0.0706, -0.3791, -0.6478, -0.4603, -0.4854

---

Record 4
C10H16 | ωB97M-V/def2-TZVPD

ORCA input file:
```
! wB97M-V def2-TZVPD RIJCOSX def2/J DEFGRID3
* xyz 0 1
C 1.706 2.880 1.252
C 2.110 1.412 1.457
H 1.058 3.148 2.116
H 2.569 3.573 1.297
H 1.019 3.169 0.431
H 1.613 0.885 2.256
H 3.187 1.377 1.499
H 1.862 0.954 0.521
C -0.420 -2.422 0.130
C 0.981 -2.789 -0.366
C -0.988 -1.143 -0.412
C -2.275 -1.231 -0.907
C -0.281 0.069 -0.263
C -2.801 -0.055 -1.462
C -0.861 1.292 -0.681
C -2.090 1.133 -1.325
H -0.913 -3.348 -0.144
H -0.312 -2.319 1.247
H 0.874 -3.218 -1.390
H -2.844 -2.133 -0.967
H 0.666 -0.052 0.206
H -3.738 -0.013 -2.076
H -0.692 2.261 -0.292
H -2.555 2.028 -1.746
H 1.561 -3.538 0.249
H 1.565 -1.919 -0.629
*
```

Computed properties:
- SMILES string = CCc1ccccc1.CC

Results of the Mulliken charge analysis, in e, for atoms 1 through 8: -0.7992, -0.6013, 0.2344, 0.3156, 0.1848, 0.2922, 0.3951, 0.2964

---

Record 5
C10H16 | ωB97M-V/def2-TZVPD

ORCA input file:
```
! wB97M-V def2-TZVPD RIJCOSX def2/J DEFGRID3
* xyz 0 1
C 1.295 -0.329 -2.386
C 1.422 -0.776 1.325
C 0.324 -1.591 1.571
C 1.836 -0.565 -0.047
C 0.943 -1.009 -1.048
C -0.460 -2.115 0.574
C -0.146 -1.757 -0.775
H 1.870 -0.221 2.139
H 0.049 -1.558 2.637
H 2.802 -0.137 -0.113
H -1.511 -2.448 0.585
H 1.393 -1.013 -3.316
H 2.286 0.153 -2.375
H -0.889 -1.888 -1.524
H 0.612 0.571 -2.526
C -1.236 1.991 0.863
C -0.382 2.590 -0.265
C -2.744 1.807 0.548
H -0.918 0.927 0.884
H -1.152 2.468 1.837
H -0.127 3.631 -0.293
H -3.015 0.858 0.672
H -3.398 2.503 1.058
H -2.889 2.096 -0.483
H 0.588 2.310 -0.142
H -0.809 2.262 -1.210
*
```

Computed properties:
- SMILES string = Cc1ccccc1.CCC

Results of the Mulliken charge analysis, in e, for atoms 1 through 8: -1.1253, -0.4614, -0.2813, -0.6630, 0.6667, -0.3783, -0.3482, 0.3830

---

Record 6
C10H16 | ωB97M-V/def2-TZVPD

ORCA input file:
```
! wB97M-V def2-TZVPD RIJCOSX def2/J DEFGRID3
* xyz 0 1
C 2.293 2.399 -1.710
C 1.944 1.936 -0.291
C 2.387 1.176 -2.748
H 1.509 3.018 -1.992
H 3.246 2.931 -1.649
H 2.689 1.276 0.047
H 1.812 1.248 -3.670
H 3.464 0.980 -3.030
H 0.960 1.306 -0.427
H 1.598 2.680 0.342
H 1.978 0.269 -2.298
C -0.078 -2.733 -0.245
C -1.862 0.571 1.646
C -1.366 -0.428 2.448
C -1.774 0.447 0.236
C -0.854 -1.591 1.809
C -1.490 -0.766 -0.318
C -0.865 -1.718 0.433
H -2.268 1.579 1.973
H -1.662 -0.361 3.492
H -2.011 1.388 -0.241
H -0.215 -2.286 2.409
H -1.449 -0.779 -1.429
H -0.694 -3.577 -0.614
H 0.559 -3.202 0.499
H 0.483 -2.230 -0.976
*
```

Computed properties:
- SMILES string = Cc1ccccc1.CCC

Results of the Mulliken charge analysis, in e, for atoms 1 through 8: -0.3174, -0.9639, -0.7450, 0.2965, 0.3206, 0.3515, 0.3215, 0.2574

---

Record 7
C10H16 | ωB97M-V/def2-TZVPD

ORCA input file:
```
! wB97M-V def2-TZVPD RIJCOSX def2/J DEFGRID3
* xyz 0 1
C 2.177 1.252 -0.112
C -0.020 2.426 0.013
C 0.790 1.484 -0.616
C -1.354 2.606 -0.341
C 0.256 0.852 -1.731
C -1.898 1.864 -1.379
C -1.100 0.934 -2.024
H 0.360 3.016 0.846
H -1.920 3.304 0.263
H 2.303 1.448 0.960
H 2.956 1.849 -0.590
H 0.773 0.096 -2.312
H -2.917 2.049 -1.685
H -1.507 0.343 -2.829
H 2.482 0.207 -0.202
C -0.220 -1.567 0.847
C 0.250 -1.839 2.275
C -0.410 -2.872 0.028
H 0.438 -0.951 0.228
H -1.211 -1.112 0.891
H -0.532 -1.623 2.998
H 0.524 -2.888 2.416
H -0.750 -3.648 0.713
H 0.552 -3.191 -0.383
H 1.146 -1.257 2.484
H -1.167 -2.783 -0.757
*
```

Computed properties:
- SMILES string = Cc1ccccc1.CCC

Results of the Mulliken charge analysis, in e, for atoms 1 through 8: -1.5380, -0.3787, 0.6719, -0.4477, -0.2980, -0.4550, -0.4016, 0.3489

---

Record 8
C10H16 | ωB97M-V/def2-TZVPD

ORCA input file:
```
! wB97M-V def2-TZVPD RIJCOSX def2/J DEFGRID3
* xyz 0 1
C 1.327 -1.007 2.546
C -0.558 -0.852 0.987
C 0.319 -0.109 1.763
C -1.539 -0.153 0.241
C 0.175 1.249 1.985
C -1.625 1.210 0.437
C -0.762 1.953 1.206
H -0.274 -1.873 0.757
H -2.313 -0.715 -0.256
H 1.556 -0.495 3.485
H 2.127 -1.258 1.858
H 0.787 1.750 2.732
H -2.339 1.854 -0.088
H -0.768 3.031 1.263
H 0.874 -1.965 2.814
C 0.976 -0.886 -2.244
C 1.343 0.525 -2.706
C -0.422 -1.301 -2.757
H 1.024 -1.026 -1.156
H 1.646 -1.704 -2.581
H 1.326 0.591 -3.795
H 0.704 1.168 -2.092
H -1.184 -0.600 -2.392
H -0.530 -2.318 -2.408
H 2.386 0.696 -2.403
H -0.404 -1.141 -3.831
*
```

Computed properties:
- SMILES string = Cc1ccccc1.CCC

Results of the Mulliken charge analysis, in e, for atoms 1 through 8: -1.4400, -0.6223, 1.0285, -0.5299, -0.5124, -0.5201, -0.4412, 0.3360

---

Record 9
C10H16AlBNO4P2 | ωB97M-V/def2-TZVPD

ORCA input file:
```
! wB97M-V def2-TZVPD RIJCOSX def2/J DEFGRID3
* xyz 3 1
C -3.557 1.726 -1.867
N -2.373 0.745 -2.002
C -2.844 -0.227 -3.075
B -2.257 0.074 -0.645
O -3.161 0.516 0.476
P -0.988 -1.305 -0.177
C 0.791 -0.587 -0.517
C 1.691 -1.043 0.798
O 1.581 -2.344 1.158
C 2.637 -0.050 1.696
C 4.237 0.124 1.378
C 5.164 1.104 2.347
C 4.462 1.913 3.627
C 2.844 1.723 3.942
C 1.942 0.748 2.972
P -1.194 -3.079 -1.426
O -2.693 -3.927 -1.165
O -0.871 -2.771 -3.109
H -4.558 1.149 -1.637
H -3.718 2.252 -2.913
H -3.343 2.591 -1.097
H -3.171 -1.261 -2.588
H -1.896 -0.461 -3.762
H -3.676 0.228 -3.765
H -3.579 -0.313 0.903
H 0.772 0.593 -0.661
H 1.194 -1.105 -1.510
H 4.681 -0.457 0.465
H 6.328 1.193 2.116
H 5.166 2.586 4.312
H 2.380 2.306 4.868
H 0.795 0.626 3.258
H -3.390 -3.228 -0.985
H -1.615 -3.262 -3.609
Al 2.219 3.222 2.195
*
```

Results of the Mulliken charge analysis, in e, for atoms 1 through 8: -0.9447, -0.0779, -0.5526, 0.5723, -0.4177, 0.0685, -0.4530, -0.0082

---

no.,calculated total energy (hartree),highest occupied orbital energy (eV),frontier orbital gap (eV)
1,-390.5462,-9.0,9.92
2,-390.6054,-9.0,9.99
3,-390.5946,-8.8,9.75
4,-390.5740,-8.9,9.96
5,-390.5569,-9.1,10.11
6,-390.5749,-9.0,9.95
7,-390.6162,-9.1,10.05
8,-390.5996,-9.2,10.16
9,-1694.7815,-17.5,2.05